{
  "formula": "C23H55AlN2O16P3",
  "method": "ωB97M-V/def2-TZVPD",
  "de_lowest_kcal_mol": 229.1,
  "orbital_gap_ev": 3.532,
  "total_charge": -1,
  "homo_energy_ev": -4.41,
  "symbols": ["C", "C", "C", "N", "Al", "O", "C", "O", "O", "O", "C", "N", "H", "H", "H", "H", "H", "H", "H", "H", "H", "H", "O", "P", "O", "C", "C", "O", "C", "C", "O", "C", "C", "H", "H", "H", "H", "H", "H", "H", "H", "H", "H", "H", "H", "H", "H", "H", "O", "P", "O", "C", "C", "O", "C", "C", "O", "C", "C", "H", "H", "H", "H", "H", "H", "H", "H", "H", "H", "H", "H", "H", "H", "H", "O", "P", "O", "C", "C", "O", "C", "C", "O", "C", "C", "H", "H", "H", "H", "H", "H", "H", "H", "H", "H", "H", "H", "H", "H", "H"],
  "xyz": [[-8.4300, 5.0788, 1.7854], [-7.3582, 3.9025, 1.5834], [-7.8576, 2.3626, 1.4765], [-6.0672, 4.1071, 1.5377], [-5.5242, 5.0982, -0.0056], [-5.9562, 4.1705, -1.5948], [-3.4705, 5.3620, 0.1946], [-2.8324, 5.8688, -1.0082], [-3.1468, 5.1187, -2.1062], [-6.3146, 6.8057, -0.1541], [-5.4834, 7.7193, -0.7760], [-4.7924, 8.5148, -1.3454], [-7.9138, 6.0913, 1.7047], [-8.7792, 4.9953, 2.8852], [-9.3614, 4.9824, 1.1384], [-8.6988, 2.2188, 0.7245], [-6.9897, 1.6682, 1.2348], [-8.1939, 2.0873, 2.5485], [-6.4995, 4.7712, -2.1536], [-3.3590, 6.0625, 1.0998], [-3.0594, 4.3172, 0.4807], [-3.3641, 4.1889, -1.8452], [-2.3461, 3.0866, 3.2358], [-2.8680, 1.9652, 4.1407], [-2.8474, 2.8908, 5.5133], [-3.8091, 3.9296, 5.6365], [-5.2135, 3.3788, 5.7945], [-1.3863, 1.2280, 4.2816], [-0.5493, 1.1156, 3.1305], [0.5833, 2.1226, 3.2226], [-3.5292, 0.7041, 5.0918], [-2.8412, 0.0117, 6.1282], [-2.7435, 0.7825, 7.4313], [-3.7514, 4.5987, 4.7733], [-3.5431, 4.5124, 6.5219], [-5.5223, 2.8304, 4.8989], [-5.9278, 4.1871, 5.9665], [-5.2660, 2.6799, 6.6327], [-1.1230, 1.2431, 2.2111], [-0.1372, 0.1024, 3.1135], [0.2157, 3.1264, 3.4460], [1.1501, 2.1597, 2.2892], [1.2637, 1.8534, 4.0346], [-1.8630, -0.3485, 5.8063], [-3.4354, -0.8881, 6.3179], [-1.9980, 1.5766, 7.3685], [-2.4369, 0.1135, 8.2417], [-3.7005, 1.2366, 7.6949], [-0.1495, -1.6131, 0.6819], [0.1991, -3.0513, 0.2787], [1.2397, -2.6388, -0.9408], [2.4913, -2.0653, -0.5936], [3.3939, -3.0691, 0.0980], [-1.1913, -3.2675, -0.6012], [-2.4239, -2.7412, -0.1062], [-2.8026, -1.4984, -0.8920], [0.5715, -4.6971, -0.0060], [0.2184, -5.4281, -1.1778], [1.1029, -5.1433, -2.3770], [2.3393, -1.1831, 0.0354], [2.9623, -1.7302, -1.5207], [2.9667, -3.3859, 1.0554], [4.3790, -2.6364, 0.2866], [3.5163, -3.9672, -0.5110], [-2.3629, -2.5333, 0.9636], [-3.1927, -3.5079, -0.2413], [-1.9747, -0.7888, -0.9519], [-3.6594, -0.9949, -0.4384], [-3.0580, -1.7644, -1.9203], [-0.8375, -5.3209, -1.4295], [0.3489, -6.4815, -0.9107], [0.8687, -4.1755, -2.8230], [0.9448, -5.9027, -3.1491], [2.1585, -5.1411, -2.0986], [5.5889, -3.3626, -3.3593], [6.2903, -3.0698, -4.6923], [7.7665, -3.6714, -4.2437], [7.9010, -5.0757, -4.0837], [7.7913, -5.8045, -5.4096], [6.5195, -1.4609, -4.3553], [5.4842, -0.7286, -3.6993], [5.8624, -0.4974, -2.2474], [6.9215, -2.7767, -6.2548], [7.9216, -1.8099, -6.5690], [9.3322, -2.2364, -6.2091], [7.1541, -5.4460, -3.3755], [8.8857, -5.2582, -3.6470], [6.7953, -5.6768, -5.8459], [7.9755, -6.8733, -5.2789], [8.5099, -5.4106, -6.1314], [4.5240, -1.2404, -3.7847], [5.3813, 0.2341, -4.2083], [6.1727, -1.4224, -1.7561], [5.0251, -0.0716, -1.6892], [6.7108, 0.1875, -2.1814], [7.6885, -0.8260, -6.1604], [7.8770, -1.6920, -7.6561], [9.5052, -2.1713, -5.1338], [10.0590, -1.5781, -6.6946], [9.5267, -3.2641, -6.5216]],
  "atomic_forces_ev_per_a": [[0.12, -0.64, 1.01], [2.21, -0.44, -0.51], [-0.13, 0.62, 1.29], [-3.35, 0.29, -1.12], [0.76, -0.76, -0.59], [-0.54, 1.57, 1.27], [-1.47, -1.05, 0.53], [1.13, 0.99, 2.99], [-0.88, -1.79, -1.97], [2.99, 2.48, -1.98], [-0.33, -0.14, -0.16], [-2.64, -2.76, 2.18], [-0.71, -1.44, -0.22], [0.39, 0.07, -1.61], [1.27, 0.17, 0.66], [0.94, 0.24, 1.07], [-1.03, 1.26, 0.14], [0.08, 0.18, -1.68], [0.68, -0.69, 0.49], [0.45, -0.77, -1.67], [-0.08, 1.55, -0.30], [0.16, 1.01, 0.27], [-3.70, -1.72, -1.85], [6.97, 1.25, 5.61], [-0.76, 0.16, -0.09], [-0.18, 0.33, 0.07], [-0.08, -0.12, 0.03], [-0.87, -0.73, -0.57], [0.49, 0.24, -0.07], [0.12, 0.12, 0.08], [-2.03, 0.71, -3.04], [0.24, -0.70, 0.46], [0.31, 0.40, -0.02], [0.01, -0.05, -0.01], [0.15, -0.11, -0.02], [-0.05, 0.10, -0.04], [0.04, -0.02, -0.09], [0.02, 0.08, -0.02], [0.06, 0.10, 0.08], [-0.14, 0.01, 0.07], [-0.14, -0.11, -0.19], [-0.01, -0.03, 0.04], [0.01, -0.07, -0.05], [-0.07, 0.29, -0.12], [-0.22, 0.13, -0.23], [-0.12, -0.02, -0.01], [-0.09, -0.12, -0.14], [0.04, -0.09, -0.02], [1.53, -2.21, 3.69], [-2.52, 1.27, -8.82], [0.40, -0.13, 0.76], [0.36, 0.17, -0.02], [0.04, -0.12, 0.01], [0.19, -0.65, 1.05], [-0.31, 0.48, -0.28], [-0.03, 0.08, -0.11], [0.62, 1.28, 3.65], [-0.32, -0.79, -0.60], [-0.05, 0.49, -0.14], [-0.05, 0.00, -0.02], [-0.17, -0.07, -0.04], [0.04, 0.04, 0.04], [-0.06, 0.00, 0.02], [0.02, 0.11, 0.00], [0.07, 0.08, -0.10], [0.16, -0.08, -0.04], [-0.04, -0.09, 0.23], [0.02, -0.04, -0.05], [-0.06, -0.03, 0.07], [0.14, 0.28, 0.13], [0.12, 0.14, 0.32], [0.07, -0.05, 0.07], [-0.05, -0.07, 0.19], [-0.07, -0.06, -0.01], [-2.33, -1.97, -3.34], [6.61, 5.06, 3.87], [-0.48, -0.59, -0.39], [0.14, -0.33, 0.09], [0.02, 0.00, -0.11], [-0.75, -0.37, -0.87], [0.03, 0.23, 0.54], [0.09, 0.04, 0.16], [-3.20, -2.34, 0.23], [0.53, 0.78, -0.54], [0.04, -0.05, 0.52], [0.00, 0.05, 0.01], [-0.04, 0.18, 0.01], [-0.01, -0.07, 0.01], [-0.06, 0.05, 0.01], [-0.03, -0.04, 0.08], [0.10, -0.03, 0.08], [0.11, -0.11, -0.09], [-0.20, -0.05, -0.15], [0.05, 0.04, -0.04], [-0.09, 0.04, -0.03], [-0.09, -0.26, 0.19], [-0.26, -0.27, 0.03], [-0.02, -0.07, -0.08], [-0.19, 0.00, -0.10], [-0.02, 0.08, -0.05]],
  "lowdin_charge": [-0.076, -0.455, -0.083, 0.035, 0.175, -0.235, -0.215, -0.276, -0.097, -0.124, -0.385, 0.094, 0.066, 0.076, 0.072, 0.065, 0.066, 0.066, 0.006, 0.084, 0.067, 0.085, -0.195, 0.757, -0.255, -0.289, -0.080, -0.261, -0.295, -0.075, -0.265, -0.291, -0.079, 0.110, 0.117, 0.069, 0.078, 0.064, 0.104, 0.104, 0.074, 0.076, 0.071, 0.108, 0.114, 0.072, 0.076, 0.069, -0.208, 0.744, -0.240, -0.289, -0.076, -0.260, -0.293, -0.070, -0.262, -0.286, -0.075, 0.109, 0.108, 0.070, 0.075, 0.070, 0.101, 0.114, 0.075, 0.080, 0.075, 0.110, 0.115, 0.074, 0.079, 0.070, -0.216, 0.744, -0.244, -0.295, -0.082, -0.258, -0.289, -0.076, -0.260, -0.283, -0.075, 0.107, 0.120, 0.071, 0.078, 0.069, 0.099, 0.119, 0.070, 0.074, 0.076, 0.111, 0.118, 0.073, 0.080, 0.069]
}